# 1
ORCA calculation (ωB97M-V/def2-TZVPD) on a cluster of 2 separate species, C2H9NOS in total in a non-equilibrium geometry.

Lowest unoccupied orbital energy ... 0.84 eV
Molecular weight ... 95.17 g/mol
2S+1 ... 1
SMILES string ... NCO.CS
Calculated total energy ... -609.7409 Ha
Frontier orbital gap ... 9.87 eV
Charge ... 0
ΔE to the lowest compared entry with this formula, charge and spin ... 74.4 kJ/mol

Last column: Mulliken charge in e.
Element x y z (Å)
C1 -1.240 1.456 -1.336  -0.7620
S1 -1.281 2.940 -0.326  -0.1821
H1 -1.872 1.508 -2.212  0.3422
H2 -1.653 0.655 -0.749  0.2360
H3 -0.252 1.092 -1.621  0.2748
H4 -1.381 2.330 0.849  0.0969
N1 1.664 -1.493 1.333  -0.5617
C2 0.529 -0.831 0.756  0.1130
O1 -0.081 -1.629 -0.246  -0.5188
H5 1.943 -2.393 0.974  0.1948
H6 2.455 -0.894 1.484  0.2060
H7 0.799 0.090 0.233  0.1724
H8 -0.258 -0.678 1.499  0.1384
H9 0.628 -2.153 -0.639  0.2501

Atoms 1-3, force components in eV/Å:
0.042 -0.939 0.061
0.130 0.490 -0.316
-0.028 0.448 -0.184

=====

# 2
ORCA calculation (ωB97M-V/def2-TZVPD) on the molecule C2H9NP2 in a non-equilibrium geometry.

Lowest unoccupied orbital energy ... 0.84 eV
Molecular weight ... 109.05 g/mol
2S+1 ... 1
SMILES string ... CN=[PH2]PC
Calculated total energy ... -818.9567 Ha
Frontier orbital gap ... 9.21 eV
Charge ... 0
ΔE to the lowest compared entry with this formula, charge and spin ... 115.4 kJ/mol

Last column: Mulliken charge in e.
Element x y z (Å)
C1 1.740 -0.702 -0.707  -0.6197
C2 -1.616 -0.628 0.699  -0.8969
N1 1.502 0.453 0.162  -0.4423
P1 0.226 1.330 0.256  0.0981
P2 -1.718 0.864 -0.448  -0.0268
H1 2.788 -0.650 -1.252  0.2351
H2 1.605 -1.658 -0.195  0.2626
H3 1.041 -0.853 -1.524  0.2187
H4 -0.577 -0.769 1.149  0.2652
H5 -1.953 -1.645 0.305  0.3211
H6 -2.266 -0.422 1.539  0.3612
H7 0.496 2.749 0.149  0.0905
H8 -0.173 1.682 1.562  0.0682
H9 -1.095 0.248 -1.695  0.0649

Atoms 1-3, force components in eV/Å:
1.321 0.244 -0.759
0.617 -1.676 0.295
-0.030 -0.846 -0.775

=====

# 3
ORCA calculation (ωB97M-V/def2-TZVPD) on a cluster of 2 separate species, C2H9NP2 in total in a non-equilibrium geometry.

Lowest unoccupied orbital energy (spin up / spin down) ... 0.93 / -0.97 eV
Molecular weight ... 109.05 g/mol
2S+1 ... 3
Calculated total energy ... -818.8692 Ha
Frontier orbital gap (spin up / spin down) ... 7.98 / 8.43 eV
Charge ... 0
ΔE to the lowest compared entry with this formula, charge and spin ... 0.0 kJ/mol

Last column: Mulliken charge in e.
Element x y z (Å)
C1 -1.267 -1.141 0.535  -0.7159
C2 1.175 1.319 -1.218  -0.8018
N1 -0.150 -2.037 0.319  -0.3600
P1 0.333 1.904 0.236  -0.0949
P2 1.472 -1.473 0.569  -0.0899
H1 -1.078 -0.743 1.440  0.4199
H2 -1.411 -0.433 -0.356  0.0793
H3 -2.097 -1.689 0.477  0.3446
H4 2.217 1.102 -0.879  0.4370
H5 0.505 1.159 -2.038  0.3712
H6 -0.087 -2.386 -0.627  0.2906
H7 -1.044 1.754 -0.259  0.0036
H8 0.300 3.369 -0.037  0.0754
H9 1.132 -0.706 1.837  0.0406

Atoms 1-3, force components in eV/Å:
2.127 0.685 -4.476
0.400 0.758 2.008
2.022 0.258 -0.663

=====

# 4
ORCA calculation (ωB97M-V/def2-TZVPD) on a cluster of 2 separate species, C2H9NS in total.

Lowest unoccupied orbital energy ... 0.97 eV
Molecular weight ... 79.17 g/mol
2S+1 ... 1
SMILES string ... CNC.S
Calculated total energy ... -534.4999 Ha
Frontier orbital gap ... 9.44 eV
Charge ... 0
ΔE to the lowest compared entry with this formula, charge and spin ... 78.3 kJ/mol

Last column: Mulliken charge in e.
Element x y z (Å)
S1 -0.948 0.375 -2.012  -0.3121
H1 -0.187 0.101 -3.076  0.1395
C1 1.605 0.241 0.744  -0.9315
N1 0.590 -0.698 1.202  -0.2496
C2 -0.232 -0.216 2.302  -0.7528
H2 1.983 -0.029 -0.250  0.2557
H3 1.242 1.261 0.716  0.3458
H4 2.491 0.267 1.403  0.3555
H5 1.086 -1.545 1.439  0.2226
H6 -1.785 -0.651 -2.203  0.1441
H7 0.019 -0.671 3.261  0.2758
H8 -1.283 -0.443 2.130  0.2408
H9 -0.123 0.867 2.415  0.2661

Atoms 1-3, force components in eV/Å:
0.006 0.206 0.130
-0.098 -0.114 -0.069
0.759 -0.179 0.187

=====

# 5
ORCA calculation (ωB97M-V/def2-TZVPD) on a cluster of 2 separate species, C2H9NS in total in a non-equilibrium geometry.

Lowest unoccupied orbital energy ... 0.97 eV
Molecular weight ... 79.17 g/mol
2S+1 ... 1
SMILES string ... CSC.N
Calculated total energy ... -534.4760 Ha
Frontier orbital gap ... 9.64 eV
Charge ... 0
ΔE to the lowest compared entry with this formula, charge and spin ... 141.1 kJ/mol

Last column: Mulliken charge in e.
Element x y z (Å)
N1 -1.910 1.457 -0.068  -0.5753
H1 -1.256 0.955 0.558  0.1516
H2 -2.674 1.776 0.413  0.1857
H3 -1.258 2.076 -0.501  0.2251
C1 -0.490 -1.458 -0.029  -0.9083
S1 0.550 -0.515 1.138  -0.1771
C2 2.024 0.094 0.017  -0.6114
H4 -1.470 -0.996 0.023  0.4052
H5 -0.221 -2.463 0.209  0.3188
H6 -0.057 -1.348 -1.047  0.2785
H7 1.673 -0.500 -0.788  0.1531
H8 2.142 1.053 -0.540  0.2863
H9 2.949 -0.131 0.617  0.2677

Atoms 1-3, force components in eV/Å:
3.158 -2.795 -0.746
-0.968 0.296 -0.090
-1.772 1.596 1.172

=====

# 6
ORCA calculation (ωB97M-V/def2-TZVPD) on a cluster of 2 separate species, C2H9NS in total in a non-equilibrium geometry.

Lowest unoccupied orbital energy ... 1.00 eV
Molecular weight ... 79.17 g/mol
2S+1 ... 1
SMILES string ... CCN.S
Calculated total energy ... -534.5126 Ha
Frontier orbital gap ... 10.12 eV
Charge ... 0
ΔE to the lowest compared entry with this formula, charge and spin ... 45.0 kJ/mol

Last column: Mulliken charge in e.
Element x y z (Å)
S1 0.935 -1.215 2.221  -0.3580
H1 2.243 -0.946 2.029  0.1412
C1 -0.582 1.411 -0.074  -1.1277
C2 0.112 0.273 -0.848  -0.2245
N1 -0.613 -0.985 -0.623  -0.5371
H2 0.149 2.222 -0.083  0.3224
H3 -0.741 1.076 0.948  0.3064
H4 -1.526 1.863 -0.389  0.3573
H5 1.113 0.246 -0.421  0.2076
H6 0.163 0.584 -1.888  0.3300
H7 -1.607 -0.803 -0.721  0.2167
H8 -0.404 -1.631 -1.373  0.2042
H9 0.758 -2.095 1.222  0.1615

Atoms 1-3, force components in eV/Å:
0.114 0.107 0.408
-0.262 -0.330 -0.150
0.726 0.186 0.288

=====

# 7
ORCA calculation (ωB97M-V/def2-TZVPD) on a cluster of 2 separate species, C2H9NS in total in a non-equilibrium geometry.

Lowest unoccupied orbital energy ... 0.74 eV
Molecular weight ... 79.17 g/mol
2S+1 ... 1
SMILES string ... CNC.S
Calculated total energy ... -534.4408 Ha
Frontier orbital gap ... 9.72 eV
Charge ... 0
ΔE to the lowest compared entry with this formula, charge and spin ... 233.4 kJ/mol

Last column: Mulliken charge in e.
Element x y z (Å)
S1 -2.573 1.240 -0.996  -0.3882
H1 -3.330 0.407 -1.760  0.1514
C1 0.405 0.019 1.493  -0.7032
N1 0.701 0.415 0.029  -0.2480
C2 0.909 -0.824 -0.708  -0.9078
H2 -0.711 0.240 1.691  0.2356
H3 0.312 -1.127 1.694  0.2280
H4 1.047 0.392 2.279  0.3085
H5 1.454 1.047 0.013  0.2060
H6 -1.212 1.599 -0.933  0.1884
H7 1.952 -1.182 -0.572  0.3232
H8 0.837 -0.627 -1.822  0.2620
H9 0.209 -1.599 -0.408  0.3440

Atoms 1-3, force components in eV/Å:
-1.116 1.766 2.302
1.897 -0.175 -0.784
-2.860 -1.440 -0.723

=====

# 8
ORCA calculation (ωB97M-V/def2-TZVPD) on a cluster of 2 separate species, C2H9NS in total in a non-equilibrium geometry.

Lowest unoccupied orbital energy ... 1.02 eV
Molecular weight ... 79.17 g/mol
2S+1 ... 1
SMILES string ... CSC.N
Calculated total energy ... -534.5227 Ha
Frontier orbital gap ... 9.53 eV
Charge ... 0
ΔE to the lowest compared entry with this formula, charge and spin ... 18.3 kJ/mol

Last column: Mulliken charge in e.
Element x y z (Å)
N1 -5.826 -3.128 3.447  -0.6546
H1 -4.898 -2.876 3.760  0.2188
H2 -5.960 -2.598 2.591  0.2180
H3 -5.836 -4.105 3.172  0.2178
C1 2.704 0.151 -1.709  -0.7681
S1 1.351 0.518 -0.569  -0.0702
C2 1.141 2.297 -0.941  -0.7978
H4 2.637 0.823 -2.554  0.2277
H5 2.692 -0.860 -2.082  0.3127
H6 3.659 0.372 -1.215  0.2598
H7 1.070 2.411 -2.018  0.2661
H8 0.239 2.617 -0.444  0.2932
H9 1.998 2.829 -0.546  0.2766

Atoms 1-3, force components in eV/Å:
-0.137 0.218 -0.333
0.100 -0.256 0.126
-0.147 -0.035 0.066

=====

# 9
ORCA calculation (ωB97M-V/def2-TZVPD) on a cluster of 2 separate species, C2H9NS2 in total in a non-equilibrium geometry.

Lowest unoccupied orbital energy ... 0.39 eV
Molecular weight ... 111.23 g/mol
2S+1 ... 1
SMILES string ... CNC.SS
Calculated total energy ... -932.6804 Ha
Frontier orbital gap ... 9.01 eV
Charge ... 0
ΔE to the lowest compared entry with this formula, charge and spin ... 114.6 kJ/mol

Last column: Mulliken charge in e.
Element x y z (Å)
S1 2.908 -2.420 -2.879  -0.1435
S2 2.365 -0.483 -3.259  -0.1475
H1 2.410 -2.334 -1.636  0.1503
H2 1.188 -0.422 -2.586  0.1329
C1 -0.450 0.936 2.173  -0.7929
N1 -1.484 0.719 1.157  -0.3388
C2 -1.070 0.260 -0.138  -0.7808
H3 0.181 1.717 1.755  0.2725
H4 0.075 0.011 2.413  0.2756
H5 -0.966 1.314 3.052  0.3038
H6 -2.302 0.230 1.467  0.2198
H7 -0.403 -0.620 -0.064  0.2464
H8 -1.963 0.096 -0.738  0.3575
H9 -0.491 0.996 -0.718  0.2447

Atoms 1-3, force components in eV/Å:
-0.416 -0.456 0.408
-0.252 1.127 -0.118
0.410 -0.396 0.105

=====

# 10
ORCA calculation (ωB97M-V/def2-TZVPD) on a cluster of 2 separate species, C2H9O2 in total in a non-equilibrium geometry.

Lowest unoccupied orbital energy ... -3.66 eV
Molecular weight ... 65.09 g/mol
2S+1 ... 1
Calculated total energy ... -231.7827 Ha
Frontier orbital gap ... 13.35 eV
Charge ... +1
ΔE to the lowest compared entry with this formula, charge and spin ... 44.1 kJ/mol

Last column: Mulliken charge in e.
Element x y z (Å)
O1 1.420 0.195 -1.635  -0.5840
H1 0.415 -0.566 -0.988  0.4211
H2 2.173 -0.325 -1.902  0.3339
H3 1.252 0.942 -2.197  0.3343
C1 -0.541 -0.648 0.981  -0.1986
O2 -0.355 -1.138 -0.491  -0.4168
C2 -0.478 0.850 1.071  -0.9617
H4 -1.546 -1.081 1.004  0.3394
H5 0.135 -1.246 1.582  0.3146
H6 -1.117 -0.790 -0.984  0.4434
H7 0.365 1.318 0.562  0.3088
H8 -1.342 1.491 0.860  0.3462
H9 -0.382 0.999 2.138  0.3192

Atoms 1-3, force components in eV/Å:
-0.543 -0.571 1.088
-0.076 -0.525 0.422
0.540 0.044 -0.504